151
Properties=species:S:1:pos:R:3:forces:R:3 method="wB97M-V/def2-TZVPD" orbital_gap_ev="7.45 / 8.43" relative_energy_kcal_mol=94.8 multiplicity=4 lumo_ev="-3.23 / -2.26" fmax_ev_per_a=5.15 total_charge=+1 homo_energy_ev="-10.688 / -10.689"
O 1.10881 -2.31738 -4.13061 0.5 -0.4 0.5
H -5.24495 -1.40734 3.25180 -0.2 -0.5 -0.3
H 5.06467 4.65357 -0.65751 0.5 0.7 0.6
C 1.38967 -5.15880 1.68824 -1.4 -1.3 -3.5
O 1.19376 -4.59398 2.74580 0.4 1.9 4.8
O -3.97740 0.66446 -1.39523 0.6 0.9 0.2
O -6.20038 0.22648 2.45023 -1.2 0.5 -0.2
C 0.84220 3.72797 -3.22358 -1.2 -0.3 0.9
C -2.64231 -3.74015 2.29355 1.2 -0.5 3.1
H -4.27196 2.08962 2.56136 0.1 0.2 -0.4
H 3.83602 0.64452 2.68241 0.4 0.3 0.3
C -3.55726 -1.54306 -2.40129 0.1 1.4 0.3
H -3.36698 -4.88905 4.73914 -0.3 0.2 0.0
H 1.00977 2.15391 2.82282 -0.4 0.2 0.2
H 0.62777 2.76030 -5.64212 0.1 0.3 0.0
C 1.70597 7.19823 4.01897 -0.1 -0.6 -0.2
C -3.15425 -0.98115 -3.72655 1.5 1.1 0.1
H -7.11476 -0.42015 0.62085 0.6 0.0 -0.1
H -2.02116 -0.28353 3.40457 -0.1 -0.1 -1.2
H 0.54289 -4.85077 -6.08065 0.1 -0.4 -0.3
H 1.69636 2.13551 1.24110 -0.1 -0.2 -0.3
H 0.80337 -6.46663 -4.69522 0.1 -0.5 0.4
H 2.30320 -4.04740 -4.56816 -0.3 0.5 -0.8
H -4.04526 -0.73382 -4.30363 0.1 0.1 0.0
H 1.09170 5.71183 -0.71272 0.1 0.0 0.6
H -4.42782 0.54305 4.55339 -0.5 0.0 -0.2
H -5.78403 1.65325 -1.16547 -0.2 0.0 0.0
C 1.48666 -3.68496 -3.94367 -2.0 -1.0 1.2
H -7.16381 -1.55084 2.00309 0.0 -0.2 -0.1
H -0.07983 -3.44284 -5.76244 -0.4 0.4 -0.5
C 0.27371 -6.02470 -3.85127 -0.2 0.8 0.7
H 0.15784 2.98752 1.43062 -0.1 -0.1 0.2
H 0.48292 0.97915 -0.34815 -0.1 -0.1 -0.7
H -0.41148 -2.95897 4.65047 1.1 -1.1 0.0
H -1.08458 1.29591 0.34541 -0.1 -0.3 0.1
C 3.91346 -3.44259 -0.15951 0.9 -1.5 0.8
N 1.76542 -1.82427 3.01501 -0.9 -0.2 -1.4
H -0.73544 1.69430 -5.27620 -0.1 0.2 0.1
H -1.11022 5.27522 -0.62977 1.0 0.2 0.5
H -3.43053 -3.08222 4.80216 -0.2 -0.1 -0.6
H 2.09007 -0.35125 1.45311 -0.3 -0.6 -0.1
H 2.20728 -6.73406 0.48341 0.1 0.3 0.0
H 6.20634 6.14518 -4.17365 -0.1 0.3 0.4
C -2.79187 -3.96312 4.73718 -0.3 -0.5 1.3
N 3.21522 3.66316 2.75368 -0.1 0.3 0.7
C 4.78080 2.92433 -1.39328 0.1 -0.9 -2.7
H -5.45058 -0.50773 -2.18588 -0.3 0.0 -0.3
H 1.37504 -1.07921 3.57411 -1.1 -0.2 0.2
H 2.75952 2.45351 -1.06300 -0.4 0.3 -0.4
H 3.85503 3.44371 2.00362 0.3 -0.1 -0.2
C 0.15707 -4.51645 -4.15798 1.3 -1.1 -0.1
C -3.42544 1.48979 2.89560 -1.2 0.5 0.7
C -4.84199 1.53916 -0.62915 0.1 -0.8 -0.7
O 0.30045 -1.72720 0.17906 1.4 -0.1 -2.7
H 0.27900 5.32145 2.58717 -0.4 -0.4 0.3
H -2.55072 -1.69956 -4.28129 -0.1 -0.2 -0.1
H 1.47861 -7.29509 1.92234 0.2 0.2 0.6
Cr 0.28005 -2.86168 1.89450 -1.1 1.1 2.1
H -0.03322 -2.09048 -2.28599 0.1 -0.8 -0.2
C 3.68921 1.91229 -1.23864 -1.1 -0.2 0.4
C 1.20456 4.99443 3.06097 1.4 1.9 -0.3
H -1.68664 -3.52926 -0.82083 0.5 0.4 0.6
H 3.44631 4.61008 3.01835 1.2 0.1 0.6
N -0.20872 -4.42359 -5.55844 -0.3 0.7 -0.1
H 0.81848 1.37689 -4.53929 0.4 -0.2 -0.3
C -2.29643 -3.75049 0.05513 0.4 -1.5 -1.4
H 1.87071 -3.93047 -2.95355 -0.1 0.6 0.6
H -2.73554 1.29302 2.07497 -0.2 -0.3 -0.1
C 1.94136 4.00420 2.16281 -1.0 -0.5 0.0
H 3.50814 1.23743 -2.07523 0.3 -0.2 0.1
H -3.28772 -4.60544 2.14249 0.2 -0.2 -0.5
H 0.68795 7.53185 3.81790 -0.1 0.3 0.2
O 2.05512 6.18809 3.09409 0.2 -0.6 -0.5
H 1.78965 6.82296 5.03890 -0.2 0.0 0.2
C 0.74125 -1.64933 -2.91343 0.2 0.4 -0.8
H 3.09451 -6.42329 1.98877 -0.2 -0.3 0.3
H 4.42863 6.15358 -3.95529 -0.2 -0.2 -0.3
C -7.20221 -0.50334 1.70415 0.3 -0.1 0.5
C 4.60991 3.62923 -2.81878 -0.4 0.5 1.5
H 3.93194 -0.56949 3.93272 -0.1 -0.3 0.0
H 2.45222 -2.17717 3.66606 -0.2 -1.3 0.2
H 4.31773 -2.30118 2.26469 0.2 -0.3 -0.1
H 5.38113 4.90153 -4.94567 -0.8 -0.1 -0.2
H -0.70353 -6.47925 -3.68852 -0.2 0.1 -0.8
H -5.03465 1.13924 0.36636 0.0 -0.1 0.1
C 2.10323 -6.48773 1.54010 0.0 0.6 -0.7
H 1.08352 4.54840 -3.89942 -0.1 0.2 -0.2
C -0.32799 -0.69895 0.57738 1.0 -1.5 -0.8
N 1.52281 4.93992 -1.20099 0.9 1.0 0.8
H 2.41238 8.02189 3.91571 -0.1 -0.1 -0.2
C -4.00199 0.23896 3.59720 1.0 1.1 -0.9
O -1.64806 -3.55601 1.32461 -1.4 0.7 -1.5
H -4.54308 -0.69715 1.73679 0.2 -0.5 -0.2
N 4.68271 3.80443 -0.26614 0.2 0.5 -0.6
N -2.82255 -0.59659 3.93359 0.2 -0.6 0.2
H -8.21578 -0.15821 1.90828 0.3 0.4 0.5
H 3.69141 3.99647 -0.28953 -0.6 0.5 0.6
H -2.45446 -4.82701 -0.00990 -0.1 -0.2 -0.1
O -0.21445 2.89641 -3.73037 0.3 1.5 0.9
H 3.49052 -4.06559 -0.94760 -0.9 0.9 -0.1
C 5.31557 5.52807 -4.05615 1.2 -0.6 0.4
H 1.12869 4.70472 4.10902 -0.5 -0.6 -0.1
H -2.50616 -0.11558 -3.58919 -0.2 0.4 -0.3
C 3.24049 -0.06305 3.25929 1.2 1.0 -2.0
H -1.75256 4.46722 -1.83759 0.2 -0.3 -1.1
O 3.06108 -2.56033 0.55015 0.8 -0.4 -0.4
C 2.61776 -1.00401 2.14849 2.0 2.6 2.8
H -4.75211 -1.07044 -0.68740 -0.2 -0.4 0.2
C 0.14823 2.17555 -4.85713 0.2 -1.0 -0.3
O 0.77574 -4.59336 0.73838 0.8 -0.9 -2.2
O 5.51914 4.70722 -2.90014 0.2 0.0 -0.3
C 1.10462 2.75280 1.91705 0.7 0.2 -0.4
C -5.03991 -0.49830 2.68638 1.3 -0.1 1.0
C -0.82582 5.00869 -1.64770 -1.4 0.1 -0.3
H 4.66585 2.92907 -3.65229 0.5 -0.3 -0.1
H 5.73046 2.39825 -1.49070 0.3 0.2 0.5
C -1.83011 -3.97104 3.59086 -0.8 -0.1 0.2
H 4.24853 -4.22801 0.51795 0.1 -0.2 0.6
H -0.65939 -4.12458 -3.55141 0.2 0.5 0.1
O -0.72283 -0.88790 1.72174 -1.6 0.8 3.9
H 2.14965 5.44821 -1.80829 0.1 -0.4 -0.7
C 0.43984 4.21518 -1.81004 -0.3 -0.8 -0.5
N -0.86497 -2.86296 3.75312 0.3 -0.4 0.0
H -2.44612 -0.34175 4.83551 -0.8 0.1 0.8
H 0.31922 3.28982 -1.24678 -0.1 -0.3 0.1
H -2.90958 2.11421 3.62505 0.2 -0.1 0.1
H -1.07834 0.29953 -1.10565 0.4 0.3 -0.3
H -1.45280 -2.11672 4.09616 -0.6 1.2 -1.3
H 0.69370 -6.20723 -2.86213 0.9 0.0 -0.2
H -2.77827 -1.71351 -1.65817 0.8 0.0 -0.5
H -1.26979 -4.90589 3.57640 0.0 0.0 -0.3
H 3.61379 4.06553 -2.89287 -0.4 -0.1 0.2
H -5.08037 -2.54325 -3.12024 -0.4 -0.3 -0.1
N -4.19685 -2.76725 -2.68514 -1.6 -1.8 0.8
C 3.75960 -1.74708 1.51000 -1.8 -0.3 -1.5
H -3.69846 -3.30235 -3.38183 0.2 0.0 0.0
H -4.40493 2.53280 -0.53029 0.4 -0.3 -0.2
C -4.50944 -0.61168 -1.64592 -0.6 0.0 0.4
C -0.51119 0.55391 -0.21025 -0.3 -0.2 0.5
H 4.86714 -3.06073 -0.52390 -0.2 0.9 -0.2
H -0.77907 5.92987 -2.22851 -0.2 0.0 -0.1
H 1.75347 3.16249 -3.02881 0.1 -0.3 -0.4
H -3.28238 -3.31469 -0.10635 0.1 0.6 0.7
H 2.59990 0.59994 3.84084 -0.6 -0.4 -0.1
H -3.29095 -2.90530 2.55887 0.1 0.6 -0.9
H 3.76518 1.41200 -0.27322 0.5 -0.6 -0.1
H 2.17064 4.48831 1.21351 -0.7 0.3 -0.2
H 1.63413 -1.47917 -2.31185 -0.1 0.1 0.2
H 4.38897 -1.06455 0.93891 0.3 0.1 0.4
H 0.28576 -0.70865 -3.22288 0.3 0.2 -0.1
H -2.28911 -3.93093 5.70377 0.4 -0.3 0.1